Record 1
{"formula": "C16H10BrCl5Ru", "method": "ωB97M-V/def2-TZVPD", "elements": ["C", "C", "C", "H", "C", "C", "H", "H", "H", "H", "Ru", "Br", "C", "C", "C", "H", "C", "C", "H", "H", "H", "H", "Cl", "C", "C", "C", "Cl", "C", "Cl", "C", "Cl", "C", "Cl"], "xyz": [[-0.888, -1.229, -2.922], [-0.808, -2.184, -1.906], [-1.527, -1.697, -0.749], [-0.394, -3.189, -1.998], [-1.889, -0.264, -1.070], [-1.486, -0.064, -2.432], [-1.704, 0.825, -3.020], [-0.600, -1.390, -3.963], [-2.090, -2.346, -0.062], [-2.704, 0.296, -0.609], [-0.137, -0.436, 0.089], [1.148, -2.251, 0.982], [2.133, 0.292, -0.708], [1.437, 1.180, -1.641], [1.649, 0.717, -2.957], [0.850, 2.049, -1.312], [2.477, -0.471, -2.893], [2.804, -0.717, -1.549], [3.426, -1.526, -1.125], [2.462, 0.553, 0.303], [1.119, 1.082, -3.854], [2.720, -1.103, -3.765], [-2.882, -0.858, 1.901], [-1.666, 0.155, 2.545], [-0.630, 0.638, 1.716], [0.202, 1.648, 2.266], [1.161, 2.592, 1.210], [0.282, 1.863, 3.661], [1.513, 2.882, 4.320], [-0.683, 1.237, 4.502], [-0.637, 1.511, 6.187], [-1.700, 0.422, 3.936], [-2.960, -0.219, 4.916]], "forces_ev_per_angstrom": [[0.16, 0.35, -0.37], [-0.50, -0.25, 0.48], [-1.77, 0.77, -0.91], [-0.06, 0.42, 0.09], [-0.62, -1.39, 0.39], [-0.19, -0.16, -0.49], [0.18, -0.16, 0.20], [0.23, 0.15, 0.45], [0.68, 0.46, -0.32], [0.31, -0.27, -0.11], [1.72, 1.12, -0.89], [0.54, -0.81, 0.87], [-0.37, 1.65, -1.92], [0.15, -0.59, 2.33], [-0.26, -1.12, 0.03], [0.54, -0.42, -0.50], [0.25, -0.24, 0.78], [-0.26, -0.09, -1.23], [-0.54, 0.55, -0.52], [-0.33, -0.24, -0.48], [0.62, -0.11, 0.60], [0.01, 0.52, 0.73], [-0.39, -0.22, 0.13], [0.92, 0.38, 1.00], [-0.64, 0.28, 0.67], [-0.34, -0.88, 0.97], [0.29, 0.26, 0.08], [-0.96, -0.46, -0.44], [-0.40, -0.18, -0.11], [0.05, -0.13, -1.10], [-0.02, -0.01, 0.11], [0.78, 0.70, -0.56], [0.23, 0.10, 0.01]], "mulliken_spin": [-0.04, 0.28, 0.06, 0.00, -0.10, 0.29, 0.01, 0.00, 0.02, -0.01, 2.38, 0.24, 0.28, 0.01, 0.37, 0.00, -0.01, 0.25, 0.01, 0.02, -0.01, 0.00, 0.01, 0.04, -0.17, 0.03, 0.01, -0.04, 0.00, 0.07, 0.01, -0.04, 0.00], "lumo_energy_ev": [-1.1, -2.3], "relative_energy_ev": 0.815, "spin_multiplicity": 5, "total_energy_ha": -5585.376223, "homo_lumo_gap_ev": [6.4, 6.1]}



Record 2
{"formula": "C22H15Co2N2O7", "method": "ωB97M-V/def2-TZVPD", "elements": ["O", "C", "Co", "C", "O", "C", "O", "C", "C", "C", "C", "C", "C", "C", "C", "C", "Co", "C", "O", "C", "O", "C", "O", "H", "H", "H", "H", "H", "H", "H", "C", "C", "O", "N", "C", "C", "C", "N", "C", "C", "H", "H", "H", "H", "H", "H", "H", "H"], "xyz": [[2.744, 4.294, 2.619], [1.798, 3.760, 3.018], [0.272, 3.088, 3.545], [-0.594, 4.353, 4.370], [-1.224, 5.207, 4.842], [-0.741, 2.848, 2.122], [-1.470, 2.783, 1.225], [0.643, 1.744, 4.894], [-0.675, 1.237, 4.631], [-1.969, 1.541, 4.960], [-3.159, 1.131, 4.260], [-4.365, 1.853, 4.456], [-5.531, 1.474, 3.809], [-5.532, 0.372, 2.934], [-4.337, -0.327, 2.711], [-3.161, 0.055, 3.351], [0.641, 0.298, 3.856], [2.330, 0.546, 3.412], [3.436, 0.687, 3.101], [0.122, -0.321, 2.278], [-0.166, -0.742, 1.241], [0.785, -1.120, 4.903], [0.911, -2.054, 5.572], [1.152, 1.918, 5.837], [-2.097, 2.231, 5.800], [-4.345, 2.731, 5.101], [-6.453, 2.031, 3.978], [-6.458, 0.063, 2.434], [-4.320, -1.175, 2.028], [-2.223, -0.462, 3.152], [-1.243, -5.137, -6.359], [-0.926, -4.188, -5.229], [-1.089, -2.974, -5.304], [-0.441, -4.835, -4.104], [-0.066, -4.247, -2.898], [0.324, -5.066, -1.817], [0.672, -4.451, -0.609], [0.659, -3.122, -0.441], [0.294, -2.342, -1.460], [-0.067, -2.859, -2.716], [-0.626, -6.042, -6.330], [-2.302, -5.420, -6.311], [-1.072, -4.608, -7.297], [-0.390, -5.845, -4.151], [0.351, -6.148, -1.913], [0.973, -5.052, 0.248], [0.278, -1.264, -1.300], [-0.358, -2.191, -3.515]], "forces_ev_per_angstrom": [[-0.74, -0.07, 0.34], [1.83, -0.08, -0.54], [0.25, -1.34, -1.21], [-1.43, 0.44, 1.32], [0.89, -0.55, -0.60], [-1.51, 0.89, -1.92], [1.00, -0.29, 1.15], [-1.78, 2.01, 3.07], [-0.98, 1.83, 2.04], [1.33, -0.26, 0.33], [-0.45, -0.05, -0.15], [0.30, -0.41, -0.18], [0.01, -0.37, -0.28], [0.04, 0.04, 0.14], [-0.12, 0.29, 0.10], [-0.31, 0.13, -0.02], [1.88, -1.80, -3.06], [2.41, 0.07, -0.78], [-1.71, -0.05, 0.62], [-1.03, -0.94, -2.08], [0.43, 0.80, 1.56], [-0.21, -1.36, 1.11], [-0.10, 1.23, -0.87], [-0.13, -0.14, -0.07], [-0.10, 0.06, -0.34], [-0.04, -0.22, -0.05], [0.20, -0.10, -0.06], [0.42, 0.15, 0.21], [-0.03, 0.17, 0.09], [-0.34, 0.04, 0.16], [-0.09, 0.01, -0.24], [0.09, 0.73, 0.38], [0.08, -1.43, -0.20], [-0.19, -0.04, -0.56], [0.25, 0.42, 0.96], [-0.06, 0.58, 0.03], [-0.23, 0.39, -0.91], [0.06, -0.06, 0.21], [-0.03, -1.08, -0.49], [0.10, 0.17, 0.55], [-0.16, 0.16, -0.01], [0.22, 0.05, 0.00], [-0.06, -0.10, 0.07], [0.01, 0.29, 0.03], [-0.03, 0.11, 0.00], [-0.05, 0.13, -0.15], [0.05, -0.28, 0.13], [0.06, -0.16, 0.19]], "mulliken_charge": [-0.44, 0.15, 0.21, 0.19, -0.43, 0.16, -0.39, 0.20, -0.76, -0.74, 1.02, -0.50, -0.48, -0.41, -0.67, 0.01, 0.60, 0.30, -0.40, -0.04, -0.36, -0.04, -0.38, 0.42, 0.35, 0.34, 0.34, 0.33, 0.37, 0.02, -1.10, 0.72, -0.61, -0.15, 0.70, -0.43, -0.53, -0.44, -0.37, -0.36, 0.30, 0.25, 0.34, 0.19, 0.30, 0.35, 0.37, 0.50], "lumo_energy_ev": 1.9, "relative_energy_ev": 0.029, "spin_multiplicity": 1, "total_charge": -1, "total_energy_ha": -4249.059936, "homo_lumo_gap_ev": 5.1}



Record 3
{"formula": "C42H35GeN2OPRe", "method": "ωB97M-V/def2-TZVPD", "elements": ["Re", "O", "C", "C", "C", "C", "C", "C", "C", "P", "C", "C", "C", "C", "C", "C", "C", "C", "C", "C", "C", "C", "H", "H", "H", "H", "H", "H", "H", "H", "H", "H", "H", "H", "H", "H", "C", "N", "C", "C", "N", "C", "H", "H", "H", "H", "H", "H", "C", "Ge", "C", "C", "C", "C", "C", "C", "C", "C", "C", "C", "C", "C", "C", "C", "C", "C", "C", "C", "H", "H", "H", "H", "H", "H", "H", "H", "H", "H", "H", "H", "H", "H", "H"], "xyz": [[-1.630, -0.281, -1.236], [-1.996, 0.435, -3.132], [-1.857, 1.355, -2.208], [-2.103, 2.729, -2.083], [-2.731, 3.657, -2.984], [-3.182, 4.875, -2.391], [-2.951, 5.230, -1.091], [-2.254, 4.369, -0.238], [-1.889, 3.160, -0.709], [-1.348, 1.690, 0.171], [0.515, 1.944, 0.253], [1.105, 3.074, -0.323], [2.475, 3.300, -0.118], [3.314, 2.524, 0.636], [2.706, 1.492, 1.364], [1.354, 1.153, 1.119], [-2.112, 1.809, 1.815], [-1.376, 2.119, 2.913], [-2.004, 2.322, 4.167], [-3.380, 2.341, 4.257], [-4.115, 2.046, 3.082], [-3.515, 1.689, 1.930], [-2.949, 3.452, -4.006], [-3.793, 5.540, -2.975], [-3.452, 6.128, -0.740], [-2.208, 4.707, 0.836], [0.563, 3.749, -0.942], [2.818, 4.230, -0.556], [4.417, 2.790, 0.855], [3.224, 0.948, 2.159], [0.861, 0.371, 1.651], [-0.361, 2.387, 2.856], [-1.421, 2.541, 5.051], [-3.937, 2.531, 5.171], [-5.163, 2.186, 3.146], [-4.167, 1.579, 1.044], [-2.440, -2.868, 3.772], [-2.710, -2.237, 2.424], [-3.668, -2.668, 1.584], [-3.424, -2.069, 0.362], [-2.328, -1.253, 0.492], [-1.934, -1.378, 1.807], [-2.410, -3.934, 3.657], [-3.204, -2.562, 4.466], [-1.489, -2.451, 4.158], [-4.400, -3.356, 1.872], [-3.979, -2.310, -0.582], [-1.082, -0.953, 2.211], [0.115, -0.885, -1.127], [1.982, -0.375, -0.652], [2.714, -1.785, 0.426], [3.591, -2.805, -0.129], [4.178, -3.723, 0.752], [3.770, -3.880, 2.027], [2.959, -2.885, 2.581], [2.366, -1.895, 1.795], [-0.293, -2.291, -1.436], [-0.200, -3.393, -0.508], [-0.378, -4.641, -1.022], [-0.840, -4.818, -2.326], [-1.091, -3.746, -3.137], [-0.704, -2.493, -2.708], [3.056, 0.301, -2.006], [4.449, 0.159, -2.021], [5.173, 0.480, -3.175], [4.527, 0.920, -4.296], [3.136, 1.128, -4.309], [2.444, 0.780, -3.199], [4.010, -2.692, -1.106], [4.975, -4.268, 0.312], [4.225, -4.628, 2.651], [2.681, -2.873, 3.661], [1.767, -1.148, 2.296], [0.167, -3.278, 0.487], [-0.238, -5.528, -0.378], [-1.167, -5.753, -2.770], [-1.487, -3.863, -4.128], [-0.732, -1.663, -3.512], [5.089, -0.209, -1.113], [6.242, 0.385, -3.186], [5.172, 1.214, -5.138], [2.609, 1.309, -5.256], [1.345, 0.706, -3.316]], "forces_ev_per_angstrom": [[0.88, 0.07, 1.12], [0.44, 1.69, 1.95], [-1.06, -1.86, -2.84], [-0.81, 3.18, 0.18], [0.42, 0.17, 2.46], [0.21, -1.10, -1.55], [-0.21, -0.18, 0.06], [-0.73, 1.64, 1.88], [-0.09, -2.18, -1.84], [1.33, -0.60, 0.55], [0.08, 0.77, 0.91], [0.42, -1.65, 0.70], [-0.33, 1.31, -0.96], [1.29, -0.13, 1.72], [-0.20, -0.37, -0.08], [-0.25, 0.69, -1.33], [-0.24, -0.59, -0.94], [-0.71, 0.60, 1.82], [-0.09, 0.13, -0.09], [-0.06, -0.69, -0.89], [0.14, 0.46, 1.91], [0.11, 0.52, -1.99], [-0.05, -0.30, -0.54], [0.00, 0.09, -0.38], [0.44, -0.03, 0.21], [0.34, -0.82, -1.13], [-0.37, 0.44, -0.26], [0.44, -0.14, -0.12], [-2.06, -0.39, -0.63], [0.06, 0.05, -0.50], [-0.10, -0.34, 0.64], [1.32, -0.13, -0.15], [0.20, 0.05, -0.10], [0.36, 0.14, -0.06], [-0.94, -0.27, -0.16], [0.56, -0.29, 0.39], [0.53, 1.68, -0.48], [0.45, -0.84, 1.86], [0.32, 0.83, -2.00], [-1.17, -1.18, 0.12], [-0.04, -0.08, 1.48], [-0.95, -0.15, -2.89], [0.10, -0.38, -0.06], [-0.44, -0.04, 0.12], [-0.45, -0.46, -0.37], [-0.88, -0.85, 0.31], [0.78, 0.66, 0.98], [1.33, 0.78, 0.73], [-0.01, 0.59, 0.75], [-0.69, -1.14, 0.34], [0.54, -1.69, 0.21], [-0.59, 2.30, 2.14], [-0.48, 0.47, -2.65], [-0.06, 1.06, 1.82], [-1.41, -0.23, 0.87], [1.29, -0.33, -0.63], [1.42, 0.56, 2.11], [0.44, 0.60, -1.46], [-0.26, -1.21, 0.98], [-1.17, -0.27, -1.04], [0.24, -0.31, -0.15], [-1.11, 1.46, -3.34], [0.48, 0.67, -1.39], [1.53, -0.47, 1.65], [-0.33, -0.29, 0.96], [0.18, 1.33, -0.97], [1.02, -0.82, -1.35], [-1.77, -0.79, 0.98], [-0.10, -0.07, -0.60], [0.48, -0.96, -0.02], [0.02, -0.17, 0.21], [0.46, -0.29, -0.95], [-0.06, -0.04, 0.02], [0.08, 0.32, 0.53], [-0.02, 0.59, -0.42], [0.52, -0.35, 0.62], [-0.10, -0.19, -0.22], [0.26, -1.19, 1.59], [-1.60, 0.67, -1.60], [0.26, -0.12, 0.07], [-0.64, -0.33, 0.15], [0.33, 0.34, 0.57], [0.55, 0.36, 0.42]], "mulliken_charge": [0.67, -0.61, 0.83, 0.39, -0.97, -0.52, -0.76, 0.08, -0.04, 0.49, 0.46, -0.94, -0.70, -0.97, -0.08, 0.04, 1.42, -0.48, -0.92, -0.63, -0.76, -0.75, 0.58, 0.47, 0.44, 0.42, 0.58, 0.52, 0.41, 0.48, -0.25, 0.58, 0.49, 0.47, 0.51, 0.41, -0.89, 0.03, -0.77, -0.53, 1.10, -0.29, 0.39, 0.36, 0.32, 0.58, 0.43, 0.04, 0.26, 0.88, 1.00, -0.79, -0.56, -0.76, -0.74, -0.20, -0.47, -0.28, -1.11, -0.63, -1.12, 0.51, 0.60, -0.04, -0.76, -0.42, -0.92, 0.04, 0.55, 0.46, 0.46, 0.38, 0.40, 0.72, 0.45, 0.43, 0.54, 0.22, 0.30, 0.46, 0.39, 0.42, 0.15], "lumo_energy_ev": [-9.2, -9.2], "relative_energy_ev": 0.000, "spin_multiplicity": 1, "total_charge": 3, "total_energy_ha": -4301.740260, "homo_lumo_gap_ev": [7.2, 7.2]}



Record 4
{"formula": "C21H46NO2P3Ru", "method": "ωB97M-V/def2-TZVPD", "elements": ["Ru", "P", "P", "P", "H", "C", "C", "H", "C", "C", "C", "C", "C", "C", "C", "C", "C", "H", "H", "H", "H", "H", "H", "H", "H", "H", "H", "H", "H", "H", "H", "H", "H", "H", "H", "H", "H", "H", "H", "H", "H", "H", "H", "H", "H", "H", "C", "C", "C", "C", "C", "C", "O", "H", "H", "H", "H", "H", "H", "C", "N", "C", "C", "C", "O", "H", "H", "H", "H", "H", "H", "H", "H", "H"], "xyz": [[-0.110, -0.787, -0.969], [-0.066, 1.147, -2.166], [-1.625, -0.061, 0.591], [-1.571, -2.025, -2.161], [4.146, -3.926, -0.660], [3.391, -3.868, -1.464], [3.512, -2.967, -2.445], [4.397, -2.327, -2.523], [1.509, 2.001, -1.830], [-1.275, 2.477, -1.833], [-0.146, 0.934, -3.974], [-1.520, -1.409, 1.806], [-1.150, 1.384, 1.597], [-3.405, 0.212, 0.283], [-0.916, -2.753, -3.712], [-3.092, -1.216, -2.829], [-2.175, -3.510, -1.280], [2.622, -4.656, -1.446], [2.799, -2.888, -3.284], [2.211, 1.265, -1.439], [1.368, 2.748, -1.041], [1.945, 2.483, -2.715], [-0.893, 3.102, -1.013], [-2.247, 2.055, -1.550], [-1.407, 3.102, -2.730], [0.676, 0.299, -4.327], [-0.062, 1.926, -4.429], [-1.099, 0.484, -4.286], [-1.534, -0.948, 2.798], [-0.584, -1.966, 1.686], [-2.354, -2.108, 1.689], [-1.339, 1.187, 2.664], [-1.724, 2.272, 1.303], [-0.074, 1.583, 1.481], [-3.977, -0.536, 0.846], [-3.660, 0.138, -0.784], [-3.680, 1.211, 0.650], [-1.694, -2.711, -4.486], [-0.664, -3.809, -3.529], [-0.037, -2.202, -4.072], [-3.325, -1.672, -3.805], [-2.935, -0.136, -2.982], [-3.929, -1.398, -2.144], [-2.252, -4.332, -2.004], [-3.169, -3.311, -0.862], [-1.488, -3.821, -0.484], [3.383, -1.198, 0.635], [2.529, -1.998, 1.436], [1.381, -2.577, 0.920], [1.068, -2.484, -0.473], [1.816, -1.416, -1.218], [2.936, -0.783, -0.616], [4.661, -0.971, 1.111], [5.249, -0.752, 0.385], [2.843, -2.198, 2.469], [0.754, -3.214, 1.560], [0.793, -3.385, -1.032], [1.803, -1.545, -2.294], [3.483, 0.001, -1.146], [3.294, 4.136, 3.901], [2.520, 3.549, 2.820], [1.376, 4.282, 2.328], [2.711, 2.273, 2.374], [3.825, 1.519, 3.052], [2.041, 1.811, 1.439], [2.958, 3.815, 4.897], [3.195, 5.227, 3.829], [4.352, 3.877, 3.798], [1.336, 4.222, 1.235], [0.432, 3.890, 2.738], [1.502, 5.321, 2.640], [3.610, 1.424, 4.125], [3.932, 0.524, 2.613], [4.781, 2.043, 2.919]], "forces_ev_per_angstrom": [[-0.49, 0.71, 0.61], [0.34, 1.64, -1.23], [-0.88, 0.58, 2.01], [-1.98, -1.37, -2.06], [-0.41, -0.02, -0.51], [0.73, -0.30, -0.48], [0.50, -1.20, -0.24], [-0.40, -0.08, 0.15], [0.52, 0.10, -0.09], [-0.32, -0.09, 0.09], [0.03, 0.15, -0.06], [-0.12, -0.30, 0.39], [0.36, 0.50, 0.28], [-0.25, 0.07, -0.17], [0.55, -0.15, -0.14], [-0.02, -0.11, 0.01], [-0.21, -0.12, 0.04], [0.31, 0.57, -0.04], [0.49, -0.32, 0.39], [-0.12, 0.41, -0.23], [-0.07, -0.13, -0.21], [-0.22, -0.04, 0.16], [-0.23, -0.22, -0.23], [0.13, 0.23, -0.11], [0.07, -0.17, 0.28], [-0.15, 0.15, 0.07], [0.02, -0.21, -0.12], [0.26, 0.13, 0.14], [-0.18, -0.38, 0.02], [-0.61, 0.41, 0.20], [0.08, 0.10, 0.12], [-0.12, 0.05, -0.34], [0.20, -0.21, 0.00], [-0.45, -0.05, -0.02], [0.04, 0.18, -0.18], [0.06, 0.09, 0.52], [0.01, -0.34, -0.14], [0.27, -0.08, 0.22], [0.13, 0.43, -0.16], [-0.18, -0.28, 0.00], [-0.06, 0.21, 0.45], [-0.17, -0.38, 0.11], [0.14, 0.20, -0.29], [-0.14, 0.18, 0.24], [0.23, -0.13, 0.03], [-0.20, 0.10, -0.15], [0.49, -0.62, -0.11], [0.18, 0.28, 0.46], [0.21, -0.35, -0.44], [1.89, 0.81, -0.36], [0.14, -1.76, 1.08], [0.36, 0.24, 0.40], [-1.74, 0.07, -0.09], [0.24, 0.14, -0.23], [-0.20, 0.03, -0.45], [0.69, 0.02, -0.28], [-0.36, 0.45, 0.36], [0.13, 0.39, -0.08], [0.10, -0.57, 0.01], [0.57, 0.71, -0.47], [-1.34, 1.66, 0.81], [0.10, 0.91, -0.15], [1.19, -3.07, -1.34], [-0.19, -0.27, -0.06], [0.64, 1.30, 1.42], [-0.22, -0.19, -0.16], [-0.06, -0.36, 0.15], [-0.22, -0.08, 0.07], [-0.03, -0.16, 0.17], [0.28, -0.11, -0.01], [-0.25, -0.20, -0.12], [0.19, 0.04, -0.17], [-0.13, 0.30, 0.11], [-0.21, -0.11, 0.10]], "mulliken_spin": [2.83, -0.01, 0.10, -0.04, 0.00, 0.02, 0.00, 0.00, 0.07, 0.04, 0.03, 0.05, 0.01, 0.05, 0.07, 0.04, 0.05, 0.00, 0.00, -0.01, 0.00, 0.00, 0.00, -0.01, 0.00, -0.01, 0.00, 0.00, 0.01, -0.02, 0.00, 0.01, 0.00, 0.02, 0.01, -0.02, 0.00, 0.01, 0.00, -0.01, 0.00, -0.01, 0.00, 0.01, 0.01, -0.01, 0.11, 0.16, 0.13, -0.19, -0.03, 0.27, 0.02, 0.00, 0.01, 0.00, 0.01, 0.14, 0.00, 0.01, 0.61, 0.01, -0.05, 0.00, 0.34, 0.05, 0.01, 0.02, 0.02, 0.04, 0.01, -0.01, 0.00, -0.01], "lumo_energy_ev": [-7.8, -12.9], "relative_energy_ev": 0.000, "spin_multiplicity": 6, "total_charge": 3, "total_energy_ha": -2150.784034, "homo_lumo_gap_ev": [7.5, 3.6]}